Below is a structure of composition C18H34N5O6P2SSeSr, with properties calculated with ωB97M-V/def2-TZVPD.

Last column: Mulliken charge in e.
Atoms and positions in Å:
Sr 0.8633 -0.8805 0.7146  1.02
N -1.4778 -3.0310 1.2318  -0.11
C -0.7649 -3.3830 2.5369  0.47
C -1.6258 -4.3382 3.3504  -1.89
P -0.5993 -1.7055 3.4279  1.04
O 0.9971 -1.4639 3.4572  -0.35
O -1.3124 -1.7003 4.6999  -0.81
O -0.9663 -0.7447 2.2732  -1.00
P 0.8802 -4.0802 1.9976  0.96
O 0.5456 -5.6175 1.7140  -0.54
O 1.8706 -3.9074 3.0867  -0.89
O 1.1009 -3.4384 0.6334  -0.76
H -1.6400 -1.9916 1.3071  0.43
H -2.3568 -3.5331 1.1111  0.36
H -0.8574 -3.2330 0.4346  0.32
H -2.5554 -3.8567 3.6556  0.48
H -1.0975 -4.5973 4.2670  0.40
H -1.8282 -5.2546 2.7950  0.50
H 1.5174 -2.2671 3.7005  0.37
H 0.8813 -6.2121 2.3964  0.36
C 3.0678 3.0475 -4.3672  -1.33
C 4.2933 2.4100 -3.7244  0.47
C 4.6013 2.9574 -2.3319  -0.75
C 3.6174 2.4975 -1.2600  -1.32
N 3.7498 1.0653 -1.0070  1.63
C 2.9172 0.0961 -1.4101  -1.64
Se 1.2336 0.3414 -2.1981  0.09
N 3.3982 -1.1041 -0.9678  1.80
C 3.1154 -2.4042 -1.6139  -1.03
C 4.2612 -2.8360 -2.5243  -0.75
C 4.6530 -1.8101 -3.5840  -0.03
C 3.5797 -1.5720 -4.6395  -1.20
C 4.5702 -0.8641 -0.2369  0.35
C 5.4026 -1.7227 0.4671  -1.14
C 6.4640 -1.1445 1.1401  -0.76
C 6.6825 0.2382 1.1136  -0.86
C 5.8469 1.0910 0.4148  -1.01
C 4.7872 0.5053 -0.2625  0.47
H 2.8824 2.6271 -5.3553  0.37
H 3.2067 4.1240 -4.4831  0.36
H 2.1659 2.8836 -3.7746  0.24
H 5.1651 2.5755 -4.3602  0.43
H 4.1630 1.3232 -3.6728  -0.50
H 4.5859 4.0502 -2.3508  0.49
H 5.6110 2.6675 -2.0299  0.36
H 2.5870 2.6715 -1.5643  0.39
H 3.7838 3.0088 -0.3112  0.42
H 2.1943 -2.2654 -2.1786  0.56
H 2.9218 -3.1424 -0.8377  0.09
H 3.9444 -3.7646 -3.0070  0.54
H 5.1330 -3.0886 -1.9187  0.35
H 5.5666 -2.1599 -4.0685  0.48
H 4.9256 -0.8643 -3.1002  -0.09
H 3.3372 -2.5020 -5.1573  0.39
H 3.9213 -0.8570 -5.3883  0.36
H 2.6572 -1.1768 -4.2098  0.18
H 5.2235 -2.7883 0.5073  0.54
H 7.1359 -1.7734 1.7074  0.46
H 7.5203 0.6493 1.6594  0.44
H 6.0111 2.1595 0.4082  0.48
N -0.0097 2.1705 3.2667  -0.35
C 0.6032 1.9120 2.1207  0.34
N -0.1314 1.9556 0.9781  -0.20
S 2.2336 1.4544 2.0665  -0.31
H -0.9997 2.3495 3.3190  0.19
H 0.4837 1.9852 4.1246  0.24
H -1.0845 2.2873 1.0062  0.18
H 0.3694 2.1087 0.1122  0.20

Calculated values
HOMO level = -11.121 eV
energy relative to the best compared isomer or geometry (same formula, charge and spin) = 0.6270 eV
Kohn-Sham gap = 8.31 eV
total charge = +1

Below is a cluster of 2 separate species, C8H20IN3 in total, with properties calculated with ωB97M-V/def2-TZVPD.

Last column: Mulliken charge in e.
Atoms and positions in Å:
C -0.3635 1.5101 0.5155  -0.78
C -3.0443 2.8048 0.2572  -1.30
C 1.8803 1.9014 -0.4642  -1.40
C 1.5671 0.2376 1.3753  -1.35
C -0.9184 -3.4189 1.0228  -0.67
C 1.8464 -1.0947 -1.4070  -0.92
C -2.8658 1.2830 0.2795  -0.27
C 1.0030 0.8439 0.1062  1.11
N -1.2018 -2.3919 0.0511  -0.16
N -1.4610 1.0238 0.0843  -0.15
N 0.7502 -0.1715 -1.0513  0.11
I -2.3689 -2.8920 -1.5489  0.61
H -0.4381 2.4314 1.1261  0.39
H -2.3802 3.3162 0.8829  0.42
H -2.7679 3.1786 -0.7216  0.37
H -4.0575 2.7948 0.5298  0.38
H 1.9332 2.5540 0.4909  0.41
H 2.9005 1.4922 -0.6523  0.41
H 1.5183 2.2475 -1.4547  0.40
H 1.9693 1.1367 1.9863  0.40
H 2.5208 -0.3229 1.0878  0.41
H 0.7237 -0.3012 1.8488  0.36
H -1.1056 -3.0000 2.0319  0.35
H -1.5348 -4.3568 1.0007  0.33
H 0.1788 -3.6372 1.1044  0.32
H 1.5085 -1.5115 -2.3659  0.44
H 2.7548 -0.4348 -1.7906  0.31
H 2.0561 -1.8985 -0.7138  0.34
H -3.2937 0.8843 -0.6384  0.27
H -3.0579 0.8096 1.2125  0.35
H 0.3800 0.1877 -1.9009  0.50
H -0.0766 -0.6994 -0.7288  0.01

Calculated values
HOMO level (spin up / spin down) = -15.479 / -15.497 eV
energy relative to the best compared isomer or geometry (same formula, charge and spin) = 0.9879 eV
Kohn-Sham gap (spin up / spin down) = 3.84 / 3.89 eV
total charge = +2

Below is a cluster of 2 separate species, C42H38NOSi in total, with properties calculated with ωB97M-V/def2-TZVPD.

Last column: Mulliken charge in e.
Atoms and positions in Å:
C -3.7032 0.5906 -2.2787  -0.79
C -4.3424 0.3502 -1.0589  -0.86
C -3.5890 0.1991 0.1082  -0.37
C -2.1953 0.3842 0.0723  1.04
Si -1.2810 0.8992 1.6008  -0.01
C -2.4525 2.2181 2.2791  0.80
C -3.1668 2.0314 3.4724  -0.49
C -4.1788 2.9244 3.8520  -0.74
C -4.4851 4.0234 3.0435  -0.51
C -3.7772 4.2221 1.8528  -0.94
C -2.7687 3.3279 1.4749  -0.34
C -1.0848 -0.2917 3.0144  0.24
C -1.4418 -1.6369 2.8971  -0.44
C -1.3098 -2.4878 4.0016  -0.75
C -0.8377 -1.9936 5.2242  -0.62
C -0.4693 -0.6484 5.3418  -0.74
C -0.5880 0.2001 4.2354  0.07
C 0.4870 1.4143 1.1943  -0.22
C 0.6002 2.9422 1.1868  -0.01
C 1.7685 3.2843 0.2650  -0.95
C 2.1597 1.9901 -0.4405  0.21
N 1.2859 0.8903 0.0195  -0.54
C -1.5557 0.5007 -1.1679  0.32
C -2.3061 0.6362 -2.3388  -0.81
H -4.2863 0.7403 -3.1882  0.41
H -5.4313 0.2990 -1.0116  0.42
H -4.0847 0.0087 1.0621  0.47
H -2.9558 1.1696 4.1077  0.30
H -4.7305 2.7497 4.7781  0.40
H -5.2733 4.7202 3.3360  0.38
H -4.0120 5.0677 1.2031  0.39
H -2.2542 3.4850 0.5232  0.37
H -1.8275 -2.0096 1.9456  0.63
H -1.5815 -3.5399 3.9009  0.43
H -0.7551 -2.6556 6.0879  0.39
H -0.0983 -0.2504 6.2877  0.42
H -0.3188 1.2580 4.3321  0.40
H 1.0022 1.0423 2.0964  0.67
H -0.3200 3.4063 0.8174  -0.27
H 0.7357 3.2988 2.2159  0.42
H 1.4802 4.0298 -0.4819  0.40
H 2.6202 3.6765 0.8224  0.27
H 2.0449 2.1259 -1.5175  -0.13
H 3.2087 1.7262 -0.2518  0.18
H 1.8515 0.1555 0.4427  0.21
H -0.4635 0.5219 -1.1925  -0.05
H -1.8029 0.8044 -3.2891  0.38
C -1.9643 -5.8615 -1.6550  -0.88
O -1.3639 -5.1184 -0.5715  -0.45
C -0.6379 -4.0051 -0.8532  0.54
C 0.0431 -3.3971 0.2319  -1.63
C 0.8734 -2.3197 0.0153  0.08
C 0.9892 -1.7407 -1.2652  1.71
C 1.9267 -0.6401 -1.4806  0.58
C 1.9458 0.0785 -2.7679  0.16
C 3.2836 0.5214 -3.0212  -0.12
C 3.5878 1.3095 -4.1209  -0.45
C 2.5485 1.6639 -4.9914  -0.96
C 1.2414 1.2010 -4.7721  -1.28
C 0.9414 0.3682 -3.6834  0.50
C 4.1544 -0.0395 -1.9956  -0.36
C 3.3551 -0.8126 -1.0974  0.93
C 3.9709 -1.6289 -0.1534  -0.23
C 5.3716 -1.5847 -0.0451  -0.98
C 6.1443 -0.7793 -0.8955  -0.88
C 5.5388 -0.0148 -1.9000  -0.47
C 0.2931 -2.3464 -2.3345  -0.46
C -0.5228 -3.4497 -2.1464  -1.12
H -2.4191 -6.7181 -1.1591  0.27
H -2.7338 -5.2657 -2.1655  0.35
H -1.2092 -6.1998 -2.3789  0.37
H -0.0721 -3.8237 1.2261  0.55
H 1.4454 -1.9194 0.8529  0.40
H 4.6212 1.6141 -4.2787  0.48
H 2.7612 2.2914 -5.8568  0.41
H 0.4411 1.4689 -5.4646  0.48
H -0.0528 -0.0582 -3.5660  0.45
H 3.3896 -2.3013 0.4725  0.49
H 5.8616 -2.2090 0.7038  0.44
H 7.2281 -0.7634 -0.7882  0.40
H 6.1039 0.5750 -2.6209  0.47
H 0.4340 -1.9927 -3.3528  0.71
H -1.0352 -3.9031 -2.9990  0.47

Calculated values
HOMO level = -10.966 eV
Kohn-Sham gap = 6.02 eV
total charge = +1

Below is an isolated molecule of CH3IOS2, with properties calculated with ωB97M-V/def2-TZVPD.

Last column: Mulliken charge in e.
Atoms and positions in Å:
C -0.4920 -0.7168 -0.1480  -0.76
O -1.2841 1.7743 0.8213  -0.50
S 0.7884 0.4410 -0.6101  -0.04
S -0.1156 2.1589 0.0312  0.39
I 3.1589 -1.1457 -0.0370  -0.11
H -0.0837 -1.0705 0.7380  0.37
H -0.7054 -1.4553 -0.9468  0.29
H -1.2666 0.0141 0.1513  0.37

Calculated values
HOMO level (spin up / spin down) = -9.178 / -8.759 eV
energy relative to the best compared isomer or geometry (same formula, charge and spin) = 1.4000 eV
Kohn-Sham gap (spin up / spin down) = 7.55 / 6.27 eV

Below is a structure of composition C33H61FeN5O7P3, with properties calculated with ωB97M-V/def2-TZVPD.

Last column: Mulliken charge in e.
Atoms and positions in Å:
Fe -0.0942 0.0945 -0.1292  0.58
O 2.3926 3.5982 0.6247  -0.52
C 1.6559 2.4978 0.4893  0.07
O 0.7853 2.3720 -0.3405  -0.24
C 2.0469 1.4010 1.4189  0.02
C 3.0883 1.4698 2.3202  -0.75
C 3.4128 0.3101 3.0220  -0.76
C 2.7257 -0.8592 2.7601  -1.30
C 1.6852 -0.8322 1.8392  0.44
N 1.3381 0.2884 1.2256  1.58
C 0.9466 -2.0551 1.3427  0.47
O 1.2639 -3.1569 1.7554  -0.76
O 0.0483 -1.7581 0.4780  -0.63
H 2.0894 4.2386 -0.0344  0.44
H 3.6396 2.3891 2.4555  0.63
H 4.2225 0.3227 3.7403  0.49
H 2.9690 -1.7984 3.2377  0.63
C 2.8847 -2.7800 -1.0244  -0.98
N 2.4846 -2.3466 -2.3702  0.59
C 2.2639 -3.4620 -3.2924  -1.12
P 1.8507 -0.8757 -2.6159  -0.77
O 1.5109 -0.0611 -1.4145  -0.51
O 0.5179 -1.1520 -3.4966  0.57
P -1.0254 -0.8553 -3.1110  -1.59
O -1.1256 -0.3968 -1.7042  1.29
N -1.8539 -2.2348 -3.2977  0.73
C -1.5529 -3.2992 -2.3244  -0.70
C -2.3265 -2.7196 -4.5914  -1.09
N -1.5264 0.2104 -4.2437  0.32
C -0.9254 0.1318 -5.5814  -0.90
C -1.7841 1.5986 -3.8375  -0.25
N 2.8488 -0.0263 -3.5817  0.25
C 3.5646 -0.6483 -4.6908  -0.99
C 2.5874 1.4012 -3.7703  -0.82
H 3.7705 -3.4103 -1.1096  0.45
H 2.0876 -3.3454 -0.5449  0.35
H 3.1365 -1.9207 -0.4075  0.15
H 3.2151 -3.9359 -3.5387  0.39
H 1.7960 -3.1310 -4.2163  0.34
H 1.6183 -4.2103 -2.8273  0.33
H -1.1358 -2.8841 -1.4059  -0.09
H -0.8493 -4.0234 -2.7452  0.28
H -2.4781 -3.8179 -2.0737  0.42
H -2.7069 -1.8980 -5.1926  0.35
H -3.1486 -3.4133 -4.4199  0.36
H -1.5426 -3.2490 -5.1429  0.25
H -0.7286 -0.8979 -5.8702  0.33
H 0.0167 0.6860 -5.6220  0.14
H -1.6158 0.5625 -6.3056  0.38
H -2.0834 1.6385 -2.7962  -0.49
H -2.5874 2.0073 -4.4507  0.40
H -0.8886 2.2148 -3.9701  0.24
H 3.8733 -1.6579 -4.4331  0.29
H 4.4649 -0.0700 -4.8975  0.39
H 2.9562 -0.6783 -5.6009  0.24
H 2.0442 1.8018 -2.9168  0.04
H 2.0102 1.5859 -4.6828  0.23
H 3.5373 1.9296 -3.8554  0.39
C -6.1738 -0.5331 -0.6388  -0.82
C -5.4550 0.4973 -1.5047  -0.92
C -4.3415 1.1997 -0.7005  0.15
C -3.7677 0.2812 0.3938  0.43
C -3.7676 -1.1665 -0.1344  -0.20
C -5.2120 -1.6751 -0.2787  -1.08
P -2.1145 0.7794 1.0242  -0.16
C -2.1379 2.6230 1.2366  0.59
C -3.2824 3.2327 2.0867  -0.82
C -3.5376 4.7072 1.7480  -0.91
C -2.2328 5.4409 1.4622  -0.91
C -1.5376 4.8356 0.2225  -0.50
C -2.0513 3.4255 -0.0795  -0.21
C -2.1308 0.1716 2.7901  0.69
C -3.3781 0.5550 3.6511  -0.89
C -4.0434 -0.6479 4.3143  -1.07
C -3.0473 -1.4067 5.1850  -0.88
C -1.7540 -1.7314 4.4038  -0.92
C -1.8523 -1.3321 2.9326  -0.06
H -7.0549 -0.9247 -1.1479  0.55
H -6.5351 -0.0421 0.2698  0.26
H -6.1541 1.2404 -1.8909  0.56
H -5.0224 -0.0098 -2.3746  0.25
H -4.7336 2.1135 -0.2496  0.39
H -3.5436 1.5023 -1.3777  -1.06
H -4.4263 0.3111 1.2655  1.05
H -3.1927 -1.8319 0.5107  0.18
H -3.2643 -1.1753 -1.0979  -0.40
H -5.5367 -2.1593 0.6451  0.35
H -5.2421 -2.4375 -1.0614  0.47
H -1.1937 2.7799 1.7773  0.84
H -3.0169 3.1616 3.1417  0.30
H -4.2090 2.6737 1.9572  0.13
H -4.0682 5.1770 2.5773  0.54
H -4.1944 4.7901 0.8775  0.30
H -1.5821 5.3743 2.3391  0.36
H -2.4270 6.5021 1.3055  0.45
H -0.4575 4.7843 0.3927  -0.10
H -1.6941 5.4793 -0.6457  0.54
H -1.4043 2.9427 -0.8040  -0.70
H -3.0416 3.4891 -0.5296  0.62
H -1.2541 0.6920 3.1993  0.62
H -4.1217 1.0908 3.0717  0.22
H -3.0617 1.2414 4.4420  0.31
H -4.4659 -1.3100 3.5518  0.17
H -4.8831 -0.3028 4.9207  0.53
H -3.5072 -2.3224 5.5591  0.39
H -2.8153 -0.7981 6.0625  0.35
H -1.5361 -2.7984 4.4643  0.50
H -0.8964 -1.2173 4.8488  0.30
H -2.6479 -1.9130 2.4603  0.07
H -0.9471 -1.5912 2.4165  -0.41

Calculated values
HOMO level (spin up / spin down) = -10.950 / -10.943 eV
energy relative to the best compared isomer or geometry (same formula, charge and spin) = 0.9022 eV
Kohn-Sham gap (spin up / spin down) = 8.20 / 8.20 eV
total charge = +1

Below is a structure of composition C6H9ClOS, with properties calculated with ωB97M-V/def2-TZVPD.

Last column: Mulliken charge in e.
Atoms and positions in Å:
C 1.7961 0.0349 -0.5066  0.03
C 2.2614 -1.3940 -0.7277  -0.52
C 0.3926 -0.1305 -0.9639  0.54
C -0.5572 1.4357 1.1795  -1.18
C -2.1358 -0.2659 0.1052  -1.31
C -0.7702 0.0671 0.6274  0.22
O 2.3847 0.9830 -0.0753  -0.53
S 0.6279 -1.8715 -1.4045  -0.14
Cl -0.2435 0.9882 -2.1333  -0.17
H 3.0580 -1.4637 -1.4674  0.34
H 2.5399 -1.9391 0.1710  0.30
H -1.1622 1.5451 2.0809  0.40
H -0.8626 2.1985 0.4675  0.28
H 0.4831 1.5969 1.4503  0.33
H -2.4953 0.5038 -0.5731  0.34
H -2.8339 -0.3391 0.9378  0.40
H -2.1260 -1.2213 -0.4150  0.33
H -0.3570 -0.7279 1.2471  0.33

Calculated values
HOMO level = -8.836 eV
energy relative to the best compared isomer or geometry (same formula, charge and spin) = 0.0154 eV
Kohn-Sham gap = 9.25 eV

Number 1: calculated total energy -4944.7883 Eh. Number 2: calculated total energy -777.9323 Eh. Number 3: calculated total energy -2042.4884 Eh. Number 4: calculated total energy -1209.1416 Eh. Number 5: calculated total energy -4382.3841 Eh. Number 6: calculated total energy -1167.5893 Eh.